Record 1
Below is a molecular structure, C28H24CeClIN7O5S4, with properties calculated with ωB97M-V/def2-TZVPD.

CARTESIAN COORDINATES (ANGSTROEM)
Ce 0.217 0.577 0.573
N -0.515 2.731 2.212
N 0.738 3.386 2.001
C 1.915 2.568 2.063
O 2.976 3.165 2.139
O 1.715 1.321 2.011
H -1.252 3.401 1.997
H -0.626 2.433 3.192
H 0.881 4.264 2.500
C -3.076 3.047 -0.007
C -1.940 3.124 -0.959
N -0.704 2.858 -0.685
C 0.131 3.122 -1.741
C -0.505 3.568 -2.864
S -2.191 3.674 -2.593
C 1.569 2.948 -1.584
C 2.545 3.618 -2.265
S 4.093 3.110 -1.735
C 3.334 2.009 -0.622
N 2.040 2.037 -0.675
C 4.167 1.151 0.245
H -2.956 2.195 0.662
H -4.014 2.962 -0.550
H -3.135 3.953 0.598
H -0.092 3.805 -3.822
H 2.442 4.378 -3.011
H 4.916 1.764 0.743
H 4.670 0.383 -0.340
H 3.539 0.688 1.007
Cl 5.802 -4.008 -0.481
C 4.397 -3.147 0.070
C 4.011 -3.269 1.388
C 2.865 -2.637 1.824
I 2.217 -2.776 3.811
C 2.035 -1.855 1.013
O 0.928 -1.387 1.431
C 2.537 -1.627 -0.329
N 1.877 -0.717 -1.075
C 2.240 -0.545 -2.328
C 3.299 -1.242 -2.928
C 4.033 -2.116 -2.171
C 3.682 -2.326 -0.820
H 4.595 -3.872 2.065
H 1.666 0.169 -2.908
H 3.539 -1.075 -3.967
H 4.878 -2.653 -2.575
C -2.197 -3.132 3.128
C -1.625 -2.092 4.093
C -1.257 -0.907 3.380
N -0.988 0.038 2.789
H -2.439 -4.037 3.680
H -1.477 -3.364 2.346
H -3.103 -2.747 2.667
H -0.729 -2.482 4.586
H -2.369 -1.821 4.847
O -0.965 0.474 -2.027
S -1.570 -0.569 -1.224
O -0.674 -1.649 -0.906
N -2.127 0.083 0.154
C -3.343 -0.406 0.429
S -4.169 -0.112 1.827
C -3.941 -1.186 -0.665
C -5.182 -1.803 -0.681
C -5.586 -2.430 -1.848
C -4.774 -2.439 -2.976
C -3.513 -1.851 -2.954
C -3.119 -1.243 -1.786
H -5.799 -1.781 0.204
H -6.546 -2.923 -1.886
H -5.126 -2.920 -3.876
H -2.861 -1.858 -3.814

Output
E_LUMO (spin up / spin down): -4.99 / -4.99 eV
Multiplicity: 1
Total charge: +1
Orbital gap (spin up / spin down): 5.2 / 5.2 eV

Record 2
Below is a single C5H5ClN2O6S molecule, with properties calculated with ωB97M-V/def2-TZVPD.

CARTESIAN COORDINATES (ANGSTROEM)
C 1.520 -0.576 1.580
C 0.577 -0.214 0.521
C 0.595 -0.345 -0.789
N 1.791 -0.926 -1.381
O 2.617 -1.327 -0.600
O 1.844 -0.974 -2.559
C -0.409 0.222 -1.681
S -1.256 1.482 -0.665
O -2.648 1.421 -0.894
O -0.666 2.726 -0.720
C -0.903 0.533 0.938
Cl -0.738 1.636 2.281
N -1.972 -0.413 1.123
O -2.175 -1.240 0.290
O -2.608 -0.260 2.124
H 1.357 -0.060 2.523
H 2.436 -0.180 1.144
H 1.661 -1.640 1.470
H 0.082 0.626 -2.603
H -1.106 -0.491 -2.105

Output
SMILES: CC1=C([N+](=O)[O-])CS(=O)(=O)[C@@]1(Cl)[N+](=O)[O-]
E_LUMO: -1.03 eV
Multiplicity: 1
Orbital gap: 10.3 eV

Record 3
Below is 2 unconnected molecules or ions with the total composition C7H12ClN2, with properties calculated with ωB97M-V/def2-TZVPD.

CARTESIAN COORDINATES (ANGSTROEM)
C -0.068 0.728 0.029
C -1.253 1.345 -0.282
C -1.207 -0.061 -0.005
C 2.332 2.471 -0.207
C 3.006 0.231 0.256
C -3.234 -1.191 -0.351
C -1.052 -2.394 0.433
N 2.379 1.181 -0.547
N -1.819 -1.175 0.087
Cl -2.203 2.485 -0.969
H 2.492 2.519 1.028
H 3.177 2.959 -0.699
H 1.296 2.836 -0.516
H 2.408 -0.057 1.128
H 3.217 -0.707 -0.336
H 3.942 0.555 0.665
H -3.356 -1.889 -1.123
H -3.449 -0.216 -0.554
H -3.854 -1.643 0.357
H -0.042 -2.196 0.431
H -1.323 -3.100 -0.215
H -1.390 -2.681 1.391

Output
E_LUMO (spin up / spin down): -6.22 / -4.80 eV
Multiplicity: 1
Total charge: +1
Orbital gap (spin up / spin down): 6.6 / 8.5 eV

Record 4
Below is a single HNO2S2 molecule, with properties calculated with ωB97M-V/def2-TZVPD.

CARTESIAN COORDINATES (ANGSTROEM)
N -0.981 0.402 -0.900
S -0.193 -0.138 0.288
O -1.057 -0.554 1.300
O 1.001 0.692 0.845
S 1.895 -0.675 0.308
H -0.665 0.273 -1.841

Output
SMILES: N=[S@]1(=O)OS1
E_LUMO: -1.81 eV
Multiplicity: 1
Orbital gap: 8.2 eV

Record 5
Below is a molecular structure, C20H23CrN3O2S2Si, with properties calculated with ωB97M-V/def2-TZVPD.

CARTESIAN COORDINATES (ANGSTROEM)
Cr 1.231 -0.799 -0.412
C -5.255 -1.486 -2.030
C -3.814 -1.895 -1.859
C -3.148 -1.653 -0.664
C -1.830 -2.046 -0.489
C -1.175 -2.683 -1.532
C -1.821 -2.950 -2.734
C -3.134 -2.549 -2.889
S 0.497 -3.173 -1.367
O 0.647 -4.486 -1.924
O 0.873 -2.983 0.061
N 1.263 -1.986 -2.136
C 2.681 -2.085 -2.069
C 3.434 -3.191 -2.478
C 4.797 -3.151 -2.303
C 5.394 -2.030 -1.731
C 4.580 -0.990 -1.347
N 3.249 -1.002 -1.510
H -5.511 -0.650 -1.379
H -5.919 -2.317 -1.779
H -5.466 -1.197 -3.061
H -3.662 -1.142 0.142
H -1.324 -1.867 0.450
H -1.294 -3.459 -3.532
H -3.644 -2.743 -3.826
H 2.935 -4.045 -2.911
H 5.403 -3.995 -2.610
H 6.463 -1.970 -1.584
H 4.992 -0.095 -0.895
C -2.275 3.449 1.140
Si -0.636 3.749 1.947
C 0.419 4.893 0.943
C -0.928 4.482 3.634
C 0.301 2.134 2.215
C 0.807 1.787 3.457
C 1.519 0.604 3.673
C 1.703 -0.233 2.603
N 1.224 0.069 1.390
C 0.535 1.216 1.163
S 0.023 1.345 -0.500
H -2.815 4.397 1.042
H -2.886 2.770 1.744
H -2.151 3.010 0.146
H -0.086 5.851 0.774
H 0.644 4.445 -0.028
H 1.364 5.091 1.460
H -1.508 5.407 3.540
H 0.012 4.731 4.139
H -1.495 3.798 4.276
H 0.650 2.458 4.298
H 1.908 0.342 4.647
H 2.227 -1.177 2.694

Output
E_LUMO (spin up / spin down): 0.59 / 0.44 eV
Multiplicity: 5
Orbital gap (spin up / spin down): 8.2 / 8.4 eV

Record 6
Below is 2 unconnected molecules or ions with the total composition C6H15NO, with properties calculated with ωB97M-V/def2-TZVPD.

CARTESIAN COORDINATES (ANGSTROEM)
C -1.145 -0.076 -1.355
C 0.047 0.364 -0.459
C 0.089 -0.499 0.799
C -0.578 0.422 1.922
C -0.633 1.819 1.220
N 0.021 1.796 -0.090
C 1.365 2.392 -0.188
H -1.935 -0.223 -0.568
H -1.486 0.544 -2.129
H -0.824 -1.002 -1.932
H 1.079 0.185 -1.141
H -0.409 -1.498 0.828
H 1.203 -0.877 0.938
H 0.003 0.302 2.856
H -1.627 0.059 2.034
H -1.649 2.091 1.026
H -0.324 2.601 1.896
H 1.748 2.573 0.832
H 1.943 1.551 -0.696
H 1.375 3.254 -0.872
O 0.519 -4.773 -1.339
H 1.338 -4.756 -1.818
H 0.409 -5.725 -1.545

Output
SMILES: C[C@@H]1CCCN1C.O
E_LUMO: 0.78 eV
Multiplicity: 1
Orbital gap: 9.1 eV

Record 7
Below is a molecular structure, C30H43BCrF4GeNO4PS3, with properties calculated with ωB97M-V/def2-TZVPD.

CARTESIAN COORDINATES (ANGSTROEM)
Cr -1.076 0.724 0.765
C -4.129 5.758 -0.385
C -4.324 4.361 0.167
O -3.162 4.002 0.895
P -2.796 2.404 1.086
S -1.275 2.502 2.379
S -2.722 1.672 -0.824
O -4.217 1.996 1.779
C -4.868 0.757 1.492
C -5.690 0.369 2.698
H -4.998 6.063 -0.975
H -3.245 5.782 -1.024
H -3.984 6.478 0.424
H -4.490 3.652 -0.648
H -5.193 4.320 0.833
H -4.140 -0.012 1.257
H -5.497 0.893 0.607
H -5.038 0.209 3.556
H -6.219 -0.566 2.501
H -6.417 1.150 2.938
C 2.669 0.461 4.019
C 1.749 0.341 5.230
S 0.129 -0.410 4.936
O 0.841 0.508 1.246
C 0.521 -2.124 4.498
C 1.065 -2.334 3.080
H 3.482 1.164 4.235
H 2.112 0.803 3.142
H 3.127 -0.499 3.775
H 1.484 1.343 5.576
H 2.245 -0.159 6.069
H -0.439 -2.634 4.590
H 1.187 -2.547 5.257
H 0.664 -1.577 2.404
H 0.780 -3.322 2.710
H 2.152 -2.254 3.048
C 0.749 1.343 0.166
Ge 1.815 0.675 -1.325
C 3.703 1.307 -1.277
C 4.782 0.455 -1.031
C 6.087 0.934 -0.979
C 6.343 2.284 -1.176
C 5.284 3.150 -1.421
C 3.984 2.662 -1.467
C 2.002 -1.293 -1.309
C 2.279 -1.941 -0.099
C 2.362 -3.326 -0.033
C 2.172 -4.095 -1.177
C 1.895 -3.467 -2.383
C 1.810 -2.078 -2.444
C 1.243 1.161 -3.153
C 2.138 1.112 -4.226
C 1.729 1.406 -5.521
C 0.407 1.763 -5.764
C -0.492 1.826 -4.706
C -0.077 1.527 -3.413
H 0.955 2.404 0.371
H 4.600 -0.603 -0.877
H 6.905 0.249 -0.784
H 7.359 2.661 -1.138
H 5.470 4.208 -1.572
H 3.168 3.355 -1.654
H 2.368 -1.342 0.802
H 2.554 -3.806 0.921
H 2.224 -5.176 -1.121
H 1.729 -4.058 -3.278
H 1.574 -1.604 -3.392
H 3.176 0.842 -4.046
H 2.439 1.358 -6.339
H 0.082 1.995 -6.772
H -1.524 2.111 -4.879
H -0.788 1.585 -2.594
C -2.002 -2.591 -2.401
N -1.307 -3.080 -1.226
C -1.526 -4.448 -0.816
C -0.886 -2.184 -0.323
O -0.874 -0.981 -0.540
H -1.984 -3.362 -3.172
H -1.505 -1.695 -2.766
H -3.038 -2.332 -2.163
H -1.250 -5.123 -1.630
H -2.567 -4.617 -0.529
H -0.899 -4.666 0.047
H -0.515 -2.621 0.611
F -2.187 -0.999 2.078
B -2.898 -2.239 2.142
F -3.825 -2.195 3.187
F -1.982 -3.293 2.353
F -3.555 -2.433 0.904

Output
E_LUMO (spin up / spin down): 4.36 / 4.37 eV
Multiplicity: 3
Total charge: -2
Orbital gap (spin up / spin down): 5.9 / 3.7 eV

Record 8
Below is a molecular structure, C51H46BrN4O2PW, with properties calculated with ωB97M-V/def2-TZVPD.

CARTESIAN COORDINATES (ANGSTROEM)
W -0.053 1.414 0.280
C 1.758 1.596 -2.888
C 0.289 1.794 -3.248
C -0.277 3.049 -2.637
N -0.470 2.955 -1.180
C -1.012 4.014 -0.603
C -1.195 5.252 -1.265
C -1.413 6.507 -0.747
C -1.617 6.905 0.573
C -1.846 6.070 1.641
C -1.908 4.679 1.676
C -1.545 3.735 0.726
N -1.704 2.403 0.939
C -2.675 2.011 1.943
C -2.934 0.522 1.895
C -1.741 -0.262 2.395
N -0.518 -0.093 1.622
C 0.586 -0.708 2.103
C 0.615 -1.271 3.366
C 1.435 -2.274 3.935
C 2.301 -3.094 3.292
C 2.672 -2.976 1.918
C 2.466 -1.971 1.047
C 1.796 -0.610 1.171
N 1.317 -0.074 -0.119
C 2.301 -0.310 -1.190
C 2.069 0.128 -2.636
H 2.390 2.004 -3.680
H 1.997 2.162 -1.992
H -0.298 0.955 -2.888
H 0.155 1.823 -4.331
H -1.254 3.260 -3.082
H 0.391 3.889 -2.860
H -1.067 5.230 -2.336
H -1.391 7.305 -1.482
H -1.658 7.969 0.767
H -2.062 6.560 2.584
H -2.209 4.267 2.628
H -3.602 2.562 1.756
H -2.314 2.272 2.945
H -3.235 0.213 0.897
H -3.771 0.299 2.560
H -1.974 -1.331 2.430
H -1.562 0.075 3.422
H -0.154 -0.923 4.039
H 1.257 -2.472 4.987
H 2.741 -3.913 3.849
H 3.257 -3.801 1.524
H 2.939 -2.141 0.096
H 2.401 -1.388 -1.299
H 3.277 0.079 -0.864
H 1.278 -0.486 -3.068
H 2.990 -0.158 -3.149
Br 0.495 2.416 2.911
C 2.852 0.415 1.695
C 3.744 0.007 2.648
C 4.830 0.806 3.047
C 5.039 2.000 2.431
C 4.105 2.493 1.490
C 4.307 3.786 0.943
C 3.350 4.355 0.167
C 2.145 3.664 -0.072
C 1.914 2.384 0.367
C 2.953 1.737 1.144
H 3.637 -0.966 3.102
H 5.505 0.445 3.812
H 5.904 2.609 2.666
H 5.223 4.312 1.183
H 3.485 5.348 -0.245
H 1.389 4.202 -0.623
O -2.931 1.408 -1.830
C -2.426 0.393 -1.392
O -1.157 0.271 -1.067
C -3.255 -0.854 -1.179
C -4.623 -0.693 -1.387
C -5.515 -1.716 -1.120
C -5.035 -2.912 -0.614
C -3.674 -3.084 -0.412
C -2.751 -2.079 -0.705
P -0.940 -2.348 -0.424
C -0.379 -2.660 -2.157
C -0.966 -2.102 -3.287
C -0.420 -2.307 -4.549
C 0.724 -3.072 -4.704
C 1.324 -3.632 -3.583
C 0.781 -3.422 -2.327
C -0.901 -4.081 0.201
C -0.516 -4.228 1.532
C -0.380 -5.488 2.102
C -0.620 -6.619 1.338
C -1.013 -6.487 0.010
C -1.154 -5.229 -0.552
H -4.966 0.262 -1.760
H -6.575 -1.574 -1.285
H -5.717 -3.717 -0.371
H -3.326 -4.023 -0.005
H -1.864 -1.504 -3.207
H -0.901 -1.864 -5.413
H 1.147 -3.230 -5.688
H 2.220 -4.232 -3.688
H 1.266 -3.860 -1.462
H -0.314 -3.340 2.124
H -0.074 -5.584 3.137
H -0.499 -7.604 1.771
H -1.205 -7.368 -0.588
H -1.461 -5.136 -1.588

Output
E_LUMO (spin up / spin down): -1.91 / -1.93 eV
Multiplicity: 1
Orbital gap (spin up / spin down): 4.9 / 4.9 eV

Record 9
Below is 6 unconnected molecules or ions with the total composition CH12O7, with properties calculated with ωB97M-V/def2-TZVPD.

CARTESIAN COORDINATES (ANGSTROEM)
O -0.397 0.411 -2.781
C 0.135 -0.205 -1.911
O 1.494 -0.346 -1.880
H -0.407 -0.730 -1.056
H 2.203 -0.168 -2.476
O -1.824 -1.899 -0.792
H -2.013 -1.282 -0.029
H -1.599 -2.674 -0.273
O 0.544 -2.169 0.568
H 0.255 -2.288 1.490
H 1.254 -2.843 0.414
O 0.343 2.936 -1.508
H 1.340 2.708 -1.615
H 0.084 2.551 -2.381
O -0.411 -1.133 3.029
H -1.107 -0.507 3.441
H -0.110 -0.508 2.281
O 0.284 2.375 1.931
H 0.665 3.216 1.702
H -0.734 2.557 1.846

Output
SMILES: O=CO.O.O.O.O.O
E_LUMO: 0.21 eV
Multiplicity: 1
Orbital gap: 10.3 eV

Record 10
Below is a molecular structure, C20H16BrCoIN4O4S5Sb, with properties calculated with ωB97M-V/def2-TZVPD.

CARTESIAN COORDINATES (ANGSTROEM)
Co -1.225 -1.900 0.263
S -5.659 -4.100 2.283
Sb -4.487 -3.640 0.387
S -3.376 -1.543 0.833
S -2.304 -5.397 0.622
S -1.083 -3.941 1.387
C 0.397 -3.906 0.410
C 1.354 -4.896 0.275
C 2.521 -4.584 -0.404
C 2.690 -3.300 -0.910
C 1.672 -2.376 -0.752
N 0.535 -2.681 -0.123
H 1.174 -5.869 0.710
H 3.301 -5.326 -0.523
H 3.595 -3.016 -1.429
H 1.743 -1.373 -1.153
O -2.194 -3.234 -1.978
H -1.592 -3.527 -2.669
H -2.771 -2.563 -2.359
Br 1.862 1.981 3.684
C 1.202 0.867 5.079
C 1.430 1.290 6.383
C 0.976 0.520 7.441
C 0.298 -0.665 7.189
C 0.078 -1.072 5.883
C 0.527 -0.313 4.803
I 0.035 -1.009 2.839
H 1.957 2.218 6.559
H 1.149 0.851 8.458
H -0.066 -1.271 8.009
H -0.465 -1.988 5.683
O 2.149 4.786 -6.689
S 0.822 4.199 -6.619
O 0.777 2.770 -6.850
O -0.220 4.960 -7.286
C 0.393 4.397 -4.855
N 0.403 5.649 -4.384
C 0.104 5.792 -3.104
C -0.198 4.726 -2.272
C -0.185 3.469 -2.855
N 0.107 3.314 -4.146
C -0.472 2.220 -2.094
C -0.691 2.202 -0.722
C -0.908 0.999 -0.073
N -0.920 -0.177 -0.707
C -0.739 -0.155 -2.032
C -0.509 0.998 -2.758
H 0.108 6.807 -2.718
H -0.434 4.885 -1.230
H -0.686 3.106 -0.131
H -1.079 0.971 0.993
H -0.750 -1.119 -2.523
H -0.348 0.968 -3.826

Output
E_LUMO (spin up / spin down): 3.43 / 3.43 eV
Multiplicity: 1
Total charge: -2
Orbital gap (spin up / spin down): 5.5 / 5.5 eV

What molecular weight values result from the calculations? In sequence: 969.285 256.623 159.640 111.147 481.639 117.192 820.262 1041.673 136.100 924.208 g/mol.